7
Properties=species:S:1:pos:R:3:forces:R:3:mulliken_charge:R:1 method="wB97M-V/def2-TZVPD" mol_weight_g_mol=52.0 smiles=OO.O spin_multiplicity=1 gap_ev=11.456 relative_energy_kj_mol=12.6
O 1.3545 0.1954 0.2884 -0.03 0.20 -1.07 -0.3716
O 0.7715 0.0384 -1.0407 0.38 -0.29 -0.35 -0.3385
H 2.1453 0.6641 -0.0407 -0.33 -0.13 0.71 0.3391
H -0.1860 -0.0114 -0.8888 -0.03 0.25 0.26 0.3596
O -1.6262 0.0013 0.5002 2.81 1.32 0.38 -0.7202
H -1.8275 -0.9139 0.4381 -0.36 -1.35 0.03 0.3308
H -0.6315 0.0260 0.7437 -2.45 0.01 0.05 0.4007